Record 1
C30H66OSi2 as an isolated structure. Source: the Open Molecules 2025 dataset; level of theory: wB97M-V/def2-TZVPD.

The frontier orbital gap comes out at 0.387 Ha.

Each line ends with the Mulliken charge.
Atoms and positions in Å:
C 3.826 0.571 3.029  -1.3624
C 4.730 0.542 1.787  0.7713
C 4.904 -0.860 1.215  -0.3945
C 6.042 -0.997 0.202  -0.9529
C 6.034 -0.035 -1.004  -0.9648
C 4.675 0.177 -1.703  -0.5436
C 4.186 1.637 -1.785  -0.9550
C 2.670 1.772 -1.656  -0.0349
C 2.153 3.181 -1.947  -0.5100
C 2.486 4.258 -0.900  -1.1342
C 2.312 3.867 0.565  -0.2539
C 0.887 3.526 1.028  0.2741
C -0.191 4.529 0.622  -0.9049
C -1.629 4.038 0.870  1.0021
C -2.641 4.537 -0.167  -1.2806
C -2.477 4.036 -1.605  -0.7845
C -2.801 2.551 -1.834  -0.8442
C -1.679 1.538 -1.485  1.0106
Si -2.327 -0.009 -0.644  -0.7847
C -3.402 -0.899 -1.897  -1.0035
C -4.122 -2.175 -1.397  -0.1690
C -3.729 -3.473 -2.121  -0.7799
C -3.983 -4.751 -1.291  -1.0958
C -2.725 -5.531 -0.868  -0.7693
C -2.271 -5.186 0.552  0.1546
C -0.869 -5.682 0.890  -0.2611
C -0.506 -5.449 2.361  -1.2175
C -3.399 0.418 0.853  -0.8425
C -2.980 -0.124 2.238  0.5347
C -1.549 0.282 2.639  -1.0881
C -3.172 -1.637 2.355  -1.4068
O -1.027 -0.932 -0.145  -0.5596
Si -0.032 -1.780 -1.148  0.8842
H 3.174 1.445 3.031  0.3430
H 4.408 0.577 3.951  0.3273
H 3.180 -0.311 3.045  0.3537
H 5.715 0.957 2.024  0.3960
H 4.305 1.195 1.025  -0.7033
H 3.959 -1.196 0.777  0.0346
H 5.103 -1.546 2.046  0.4486
H 6.983 -0.855 0.744  0.3780
H 6.062 -2.029 -0.162  0.3247
H 6.737 -0.445 -1.733  0.3895
H 6.457 0.930 -0.708  0.3940
H 3.906 -0.433 -1.224  0.1078
H 4.744 -0.197 -2.728  0.5966
H 4.477 2.057 -2.753  0.5048
H 4.681 2.237 -1.015  0.3270
H 2.366 1.433 -0.659  -0.0685
H 2.197 1.081 -2.364  0.4571
H 1.075 3.138 -2.128  -0.1222
H 2.601 3.508 -2.892  0.5743
H 3.525 4.574 -1.036  0.4984
H 1.881 5.139 -1.124  0.5337
H 2.704 4.684 1.179  0.5210
H 2.944 3.006 0.787  -0.5105
H 0.913 3.464 2.122  0.6390
H 0.615 2.521 0.688  -0.4676
H -0.080 4.811 -0.425  0.1849
H -0.043 5.452 1.192  0.4128
H -1.957 4.377 1.856  0.6092
H -1.651 2.949 0.903  -1.1844
H -2.625 5.633 -0.159  0.3609
H -3.649 4.253 0.157  0.4995
H -1.478 4.251 -2.001  0.2592
H -3.170 4.616 -2.222  0.4341
H -3.030 2.430 -2.896  0.3434
H -3.736 2.317 -1.310  0.3639
H -1.170 1.253 -2.412  0.8522
H -0.909 2.009 -0.872  -0.9176
H -4.155 -0.137 -2.140  0.6006
H -2.875 -1.083 -2.839  0.5878
H -5.199 -2.035 -1.526  0.3482
H -3.972 -2.306 -0.321  -0.2761
H -2.687 -3.425 -2.450  0.4453
H -4.327 -3.536 -3.035  0.3931
H -4.658 -5.413 -1.836  0.4960
H -4.523 -4.463 -0.382  0.4886
H -1.901 -5.328 -1.558  0.2681
H -2.938 -6.602 -0.921  0.4102
H -2.992 -5.595 1.267  0.4458
H -2.288 -4.095 0.663  -0.5051
H -0.792 -6.748 0.658  0.3185
H -0.155 -5.149 0.259  0.2261
H -0.976 -4.536 2.737  0.2255
H 0.571 -5.345 2.498  0.3583
H -0.844 -6.273 2.992  0.3464
H -3.483 1.507 0.915  0.4984
H -4.408 0.051 0.629  0.7762
H -3.654 0.330 2.972  0.6808
H -1.192 1.144 2.075  -0.0804
H -1.493 0.534 3.700  0.4456
H -0.842 -0.528 2.453  0.2078
H -4.116 -1.956 1.908  0.3675
H -3.200 -1.938 3.405  0.4676
H -2.353 -2.179 1.878  0.0256
H 1.283 -1.925 -0.493  -0.3013
H -0.594 -3.121 -1.388  -0.2533
H 0.158 -1.074 -2.436  -0.2404

Record 2
A 3-piece molecular cluster, C30H67BrF3N7O5P2S overall at a distorted geometry. Source: the Open Molecules 2025 dataset; level of theory: wB97M-V/def2-TZVPD.

The frontier orbital gap comes out at 0.303 Ha. Its SMILES is NCCCC[C@H]1O[C@H](CCOCC(F)(F)F)[C@](S)(CCCBr)[C@H]1C[C@H]1CO1.CN(C)P(=O)(N(C)C)N(C)C.CN(C)P(=O)(N(C)C)N(C)C.

Each line ends with the Mulliken charge.
Atoms and positions in Å:
N -8.679 0.476 0.331  -0.5770
C -7.593 -0.482 0.288  -0.9340
C -6.664 -0.487 -0.986  0.5105
C -6.950 0.646 -1.975  -1.1423
C -6.274 0.506 -3.345  -0.9549
C -4.764 0.791 -3.379  0.4608
O -4.012 0.301 -2.254  -0.3742
C -2.943 -0.546 -2.637  -1.0087
C -1.585 0.146 -2.741  -0.8183
C -1.276 1.030 -1.523  -0.9428
O -1.374 2.406 -1.888  -0.4203
C -2.554 3.040 -1.477  -0.2867
C -2.288 4.035 -0.339  0.7889
F -2.284 3.443 0.875  -0.2805
F -1.071 4.606 -0.504  -0.2589
F -3.207 5.021 -0.360  -0.2777
C -3.480 -1.189 -3.966  2.3330
S -4.706 -2.413 -3.312  -0.4204
C -2.392 -1.881 -4.832  -0.9090
C -2.787 -3.207 -5.502  -1.1470
C -2.412 -4.456 -4.690  -0.6234
Br -1.728 -5.876 -5.840  -0.1929
C -4.049 0.099 -4.557  -1.6376
C -4.684 0.059 -5.949  -0.8898
C -4.404 1.408 -6.660  0.2281
C -5.600 2.351 -6.716  -0.6844
O -4.351 2.502 -5.837  -0.3993
H -9.336 0.365 -0.423  0.2789
H -8.366 1.428 0.426  0.2621
H -8.020 -1.483 0.368  0.3216
H -6.951 -0.368 1.162  0.3837
H -6.838 -1.416 -1.526  0.1158
H -5.637 -0.420 -0.637  -0.2260
H -8.027 0.606 -2.167  0.4420
H -6.783 1.633 -1.534  0.2363
H -6.509 -0.475 -3.765  0.4395
H -6.750 1.222 -4.021  0.2169
H -4.679 1.878 -3.350  0.6355
H -2.810 -1.339 -1.898  0.9164
H -0.817 -0.629 -2.792  0.5093
H -1.468 0.737 -3.650  0.2763
H -1.926 0.748 -0.691  0.3582
H -0.248 0.863 -1.200  0.4700
H -2.948 3.609 -2.321  0.3079
H -3.319 2.346 -1.122  0.1602
H -3.937 -3.045 -2.411  0.1992
H -2.093 -1.193 -5.624  0.4948
H -1.554 -2.083 -4.165  0.2274
H -2.196 -3.279 -6.418  0.6409
H -3.826 -3.244 -5.826  0.3647
H -1.618 -4.177 -4.000  0.3362
H -3.239 -4.839 -4.102  0.4038
H -3.169 0.738 -4.689  0.3705
H -4.250 -0.707 -6.594  0.4593
H -5.766 -0.052 -5.946  0.3087
H -3.763 1.394 -7.537  0.3867
H -6.280 2.385 -5.872  0.1886
H -5.506 3.326 -7.181  0.3805
O 3.411 0.112 -1.148  -0.8861
P 3.892 1.158 -0.170  0.9992
N 4.164 2.409 -1.336  0.0553
C 5.059 3.536 -1.163  -0.7651
C 2.961 2.854 -2.037  -1.1862
N 5.382 0.389 0.281  0.2877
C 6.624 0.709 -0.400  -1.1426
C 5.267 -1.055 0.457  -1.0859
N 4.012 2.299 1.172  0.1683
C 4.775 1.959 2.382  -1.0697
C 2.650 2.699 1.614  -1.0322
H 4.663 4.302 -0.482  0.2745
H 5.227 4.011 -2.133  0.3599
H 6.039 3.240 -0.802  0.1410
H 2.373 3.565 -1.440  0.3663
H 2.319 2.008 -2.281  0.2867
H 3.222 3.334 -2.982  0.3933
H 6.533 0.670 -1.493  0.2979
H 7.408 0.013 -0.095  0.4247
H 6.995 1.692 -0.101  0.2670
H 5.310 -1.599 -0.493  0.3306
H 4.324 -1.303 0.945  0.1692
H 6.069 -1.425 1.101  0.4160
H 4.476 1.004 2.823  0.3228
H 4.621 2.742 3.129  0.3921
H 5.841 1.938 2.179  0.2751
H 2.126 1.874 2.107  0.2552
H 2.045 3.013 0.758  0.2580
H 2.699 3.543 2.301  0.4144
O 5.065 -3.182 4.585  -0.8607
P 4.143 -2.574 5.606  0.6507
N 3.374 -1.374 4.641  0.5601
C 2.712 -0.189 5.148  -0.5696
C 2.619 -1.902 3.509  -1.1271
N 5.358 -1.856 6.624  0.2713
C 5.713 -0.455 6.484  -1.0938
C 6.567 -2.663 6.759  -1.1560
N 2.949 -2.509 6.897  0.0302
C 3.364 -2.514 8.306  -0.9078
C 1.965 -3.609 6.724  -1.0561
H 1.736 -0.401 5.604  0.2814
H 2.547 0.511 4.324  0.0798
H 3.312 0.346 5.877  0.0997
H 1.626 -2.270 3.806  0.2840
H 3.150 -2.727 3.033  0.4471
H 2.484 -1.135 2.742  0.1260
H 5.918 -0.168 5.445  0.2924
H 6.598 -0.230 7.082  0.4193
H 4.932 0.191 6.892  0.2191
H 7.247 -2.540 5.909  0.3197
H 6.323 -3.723 6.837  0.3573
H 7.099 -2.385 7.672  0.3831
H 4.028 -3.345 8.553  0.3057
H 2.474 -2.590 8.936  0.3697
H 3.846 -1.580 8.576  0.2701
H 2.411 -4.587 6.924  0.3561
H 1.580 -3.621 5.701  0.2923
H 1.112 -3.471 7.388  0.3612

| no. | calculated total energy (eV) | LUMO energy (eV) | HOMO (eV) |
| --- | --- | --- | --- |
| 1 | -49987.0869 | 0.81 | -9.7194 |
| 2 | -160467.7278 | 0.12 | -8.1291 |